(1)
The following is a DFT calculation (the ωB97M-V functional and the def2-TZVPD basis) of C23H65Mn2N3O15P as an isolated structure.

## Properties
- HOMO (spin up / spin down) (eV) = -10.18 / -11.13
- spin multiplicity = 11
- energy relative to the best compared isomer or geometry (same formula, charge and spin) (eV) = 0.000
- net charge = +1
- calculated total energy (eV) = -132012.828
- E_LUMO (spin up / spin down) (eV) = -2.160 / -2.605

Last column: Mulliken spin population.
Atoms and positions in Å:
H1 -24.417 -15.454 18.647  0.000
H2 -28.176 -17.071 15.885  0.011
C1 -21.105 -15.383 12.433  0.011
C2 -28.584 -14.584 13.738  0.015
H3 -29.505 -14.818 13.203  -0.006
H4 -20.370 -19.268 16.465  0.000
H5 -30.582 -19.193 14.218  0.001
H6 -22.699 -17.366 11.552  -0.002
H7 -25.747 -19.653 10.231  0.001
H8 -29.411 -16.391 11.512  -0.014
H9 -25.152 -15.783 17.151  -0.007
H10 -22.823 -15.960 10.448  0.001
C3 -23.796 -21.053 12.231  0.001
H11 -20.907 -13.567 13.658  -0.017
O1 -27.802 -17.591 11.509  0.112
H12 -20.457 -16.255 12.523  0.002
O2 -24.746 -17.294 7.211  0.000
H13 -21.733 -14.934 18.246  -0.003
C4 -25.142 -17.787 8.499  0.000
P1 -24.724 -17.894 14.189  -0.196
Mn1 -26.893 -17.226 13.491  4.319
H14 -19.947 -14.831 16.278  0.003
H15 -28.304 -14.451 11.168  0.002
C5 -27.392 -21.796 9.178  0.000
H16 -29.102 -17.445 10.021  0.003
H17 -24.774 -21.456 12.493  -0.001
O3 -25.337 -18.329 12.828  0.182
O4 -23.228 -15.260 16.824  0.039
H18 -24.033 -20.118 16.874  -0.001
H19 -20.896 -16.307 14.866  0.019
H20 -21.620 -18.023 14.709  0.012
H21 -23.331 -21.809 11.599  0.000
H22 -21.595 -16.469 17.287  -0.001
N1 -21.323 -15.393 14.826  0.013
H23 -24.171 -16.423 11.406  0.008
C6 -27.708 -20.325 9.682  -0.002
C7 -29.614 -18.825 14.558  -0.007
H24 -20.842 -14.898 11.493  0.001
H25 -25.444 -17.027 9.220  -0.003
H26 -24.392 -19.301 12.027  0.009
C8 -28.396 -20.562 13.404  0.008
O5 -25.896 -18.219 15.133  0.165
N2 -28.379 -16.743 14.952  0.014
H27 -28.344 -21.113 14.343  0.002
H28 -20.137 -20.232 15.090  0.000
H29 -28.170 -20.413 10.665  0.000
O6 -25.142 -16.412 14.050  0.192
C9 -27.354 -14.484 11.702  0.024
C10 -21.855 -15.410 17.273  0.011
H30 -22.727 -16.953 7.569  0.000
H31 -24.271 -18.271 8.942  0.000
H32 -29.153 -24.538 9.245  0.000
C11 -21.025 -14.782 16.128  0.026
H33 -30.490 -16.886 15.244  0.004
H34 -27.440 -18.145 10.814  0.002
H35 -29.246 -14.894 15.809  0.001
H36 -28.447 -13.512 13.879  0.001
H37 -25.874 -19.714 7.727  0.000
H38 -26.506 -22.128 9.719  0.000
C12 -20.697 -14.635 13.714  0.010
Mn2 -23.367 -15.652 14.478  4.863
C13 -29.712 -17.299 14.603  0.072
C14 -26.218 -18.885 8.345  0.000
O7 -28.532 -19.114 13.648  0.011
H39 -30.099 -16.991 13.632  -0.018
H40 -27.376 -24.414 9.202  0.000
C15 -23.613 -16.453 7.177  0.000
O8 -22.500 -15.661 12.489  0.027
C16 -28.310 -23.952 8.881  0.000
H41 -28.505 -19.921 9.057  0.000
H42 -26.544 -14.969 11.157  -0.013
O9 -28.493 -22.688 9.436  0.000
H43 -29.209 -20.934 12.780  0.002
C17 -24.205 -15.902 17.676  0.014
H44 -27.036 -13.449 11.822  0.002
C18 -29.140 -17.366 11.107  0.024
C19 -28.474 -15.262 15.132  0.043
H45 -28.380 -23.864 7.797  0.000
C20 -23.084 -16.353 11.431  0.016
H46 -29.794 -18.134 11.519  0.005
H47 -27.098 -18.482 7.844  0.000
H48 -27.426 -20.649 12.915  -0.005
O10 -27.453 -15.100 12.980  -0.029
C21 -20.796 -19.456 15.480  -0.001
C22 -24.348 -20.808 16.092  0.001
O11 -20.712 -18.322 14.615  0.001
H49 -27.237 -18.941 19.208  0.000
O12 -23.245 -17.632 14.563  0.064
O13 -25.754 -20.797 15.798  0.000
H50 -25.924 -19.874 15.594  -0.004
H51 -21.769 -19.944 15.536  -0.002
H52 -29.334 -19.297 15.500  -0.006
H53 -19.619 -14.712 13.862  0.000
H54 -23.190 -21.015 13.136  0.000
C23 -26.621 -18.685 18.345  0.002
H55 -26.789 -18.309 16.500  -0.005
H56 -25.948 -19.517 18.138  -0.001
H57 -26.022 -17.840 18.684  -0.001
O14 -23.892 -19.880 11.447  0.002
H58 -23.462 -16.090 6.161  0.000
H59 -21.259 -13.719 16.066  -0.012
H60 -24.000 -21.829 16.253  0.000
H61 -27.548 -14.915 15.590  -0.013
H62 -23.919 -16.939 17.857  0.000
N3 -26.560 -19.382 9.697  -0.002
O15 -27.406 -18.308 17.236  0.000
H63 -23.805 -15.525 7.715  0.000
H64 -23.805 -20.585 15.173  0.000
H65 -27.010 -21.793 8.157  0.000


(2)
The following is a DFT calculation (the ωB97M-V functional and the def2-TZVPD basis) of C23H65Mn2N3O15S as an isolated structure.

## Properties
- HOMO (spin up / spin down) (eV) = -13.80 / -13.80
- spin multiplicity = 11
- energy relative to the best compared isomer or geometry (same formula, charge and spin) (eV) = 2.503
- net charge = +2
- calculated total energy (eV) = -133546.657
- E_LUMO (spin up / spin down) (eV) = -5.221 / -5.844

Last column: Mulliken spin population.
Atoms and positions in Å:
C1 -5.615 10.328 -10.766  0.020
O1 -4.204 13.712 -8.262  -0.006
H1 0.287 12.923 -16.493  0.000
C2 -0.919 13.995 -13.572  0.001
H2 -2.518 11.145 -6.428  -0.001
N1 -1.632 11.752 -12.588  0.058
H3 -5.287 14.583 -5.619  0.010
C3 -1.791 13.240 -12.515  0.013
H4 -6.457 13.160 -3.774  0.000
H5 -3.978 18.807 -8.616  0.008
C4 -4.749 6.217 -7.906  0.000
C5 -4.225 11.338 -5.450  0.002
H6 -7.564 13.729 -7.673  -0.001
H7 -4.574 11.066 -4.454  0.000
H8 -1.420 20.842 -11.833  0.000
C6 -6.054 14.725 -4.858  0.002
C7 -3.662 16.307 -11.652  0.001
H9 -6.174 15.471 -12.016  0.000
Mn1 -3.754 15.631 -8.698  4.890
C8 0.685 11.748 -6.555  0.000
H10 -3.412 11.537 -14.468  -0.003
C9 -7.619 12.943 -8.426  -0.001
H11 0.580 9.499 -8.949  0.002
O2 -1.744 14.181 -5.731  0.002
H12 -6.970 14.264 -5.227  0.000
C10 -5.599 10.447 -12.277  -0.012
H13 -3.121 8.014 -8.662  -0.002
O3 -3.192 12.218 -9.951  -0.130
O4 -0.909 10.179 -10.275  0.023
H14 -1.139 13.622 -3.883  0.001
C11 -2.316 20.559 -12.384  0.000
C12 -3.035 19.749 -10.290  0.005
O5 -6.454 12.188 -8.298  -0.001
H15 -1.752 15.948 -10.788  -0.020
C13 -4.460 9.683 -8.779  -0.036
H16 -3.894 8.625 -7.119  0.001
O6 -4.359 10.978 -12.663  0.019
O7 -2.359 14.362 -9.059  0.133
H17 -4.287 12.410 -5.632  -0.004
O8 -2.926 19.493 -11.681  0.001
H18 -0.124 11.104 -6.211  0.000
H19 0.186 14.548 -15.975  0.000
H20 0.107 14.163 -13.243  0.000
H21 -1.547 11.730 -13.594  0.016
H22 -0.399 12.286 -10.253  -0.013
H23 -4.651 18.381 -10.147  0.000
H24 -5.730 12.782 -8.087  0.003
H25 -8.487 12.290 -8.332  0.000
H26 -1.886 17.695 -9.433  0.015
H27 -2.917 21.463 -12.485  0.000
H28 0.949 11.147 -10.338  0.005
H29 -0.587 12.516 -7.714  -0.002
H30 -1.320 15.005 -13.658  0.002
H31 -5.550 5.546 -8.217  0.000
H32 -2.039 19.864 -9.861  0.000
C14 -2.019 14.118 -4.294  0.000
O9 -2.285 12.389 -7.666  0.040
H33 -6.437 11.073 -12.582  0.001
H34 -4.931 10.951 -6.185  0.000
H35 -0.931 10.070 -8.195  -0.008
H36 0.198 10.524 -12.610  -0.016
H37 -2.854 13.455 -12.621  0.013
H38 -2.045 20.212 -13.381  0.000
O10 -5.085 7.548 -8.351  0.000
H39 -7.631 13.290 -9.459  0.000
Mn2 -2.856 10.639 -11.156  4.824
H40 -3.645 20.616 -10.034  0.000
C15 -3.701 18.526 -9.632  0.017
C16 -5.370 14.782 -11.756  0.004
H41 -2.193 15.134 -3.940  0.000
O11 -0.970 13.277 -14.822  0.000
C17 -4.338 11.080 -14.118  0.008
O12 -2.879 10.868 -5.582  0.000
H42 -3.407 15.816 -12.591  0.002
H43 -1.853 17.524 -11.499  0.010
C18 -2.402 16.819 -10.875  -0.057
H44 -5.129 11.738 -14.480  0.001
C19 -4.013 8.414 -8.182  -0.011
N2 -2.828 17.346 -9.538  0.025
H45 -4.495 10.099 -14.566  0.002
O13 -4.300 15.294 -10.943  0.002
H46 -6.567 9.831 -10.579  0.006
O14 0.337 12.270 -7.797  0.000
H47 -5.424 9.830 -8.291  0.006
H48 -4.761 8.647 -10.340  0.014
C20 0.213 13.528 -15.590  0.000
H49 -5.803 13.895 -11.295  -0.004
H50 0.942 12.507 -5.816  0.000
H51 -4.290 17.154 -11.931  0.000
H52 -3.873 5.794 -8.397  0.000
H53 1.209 13.387 -15.170  0.000
H54 -1.499 13.679 -11.561  0.006
O15 -5.860 13.909 -3.707  0.000
C21 -0.098 11.297 -10.599  0.043
H55 -5.771 9.462 -12.710  -0.005
H56 -5.043 14.369 -12.710  0.004
S1 -2.976 13.068 -8.732  -0.024
N3 -4.450 9.602 -10.230  0.052
C22 -0.193 11.424 -12.136  -0.024
H57 -0.866 8.551 -9.057  -0.003
C23 -0.500 9.578 -9.066  0.024
H58 -3.862 10.506 -8.388  0.056
H59 -2.975 13.615 -4.144  0.000
H60 1.530 11.062 -6.617  0.000
H61 -5.594 11.363 -10.425  -0.009
H62 -6.309 15.754 -4.602  -0.001
H63 0.491 12.239 -12.373  -0.001
H64 -1.779 13.327 -6.167  0.004
H65 -4.777 6.083 -6.824  0.000


Q: Which formula does entry 2 have?
A: C23H65Mn2N3O15S